1 | Molecular formula: C2H3Cl2O2P
Method: DFT, ωB97M-V/def2-TZVPD

Last column: natural (NBO) charge in e.
Atoms and positions in Å:
C1 -0.102 -0.026 0.078  -0.694
C2 -1.205 -0.942 -0.378  0.207
O1 -0.249 -4.404 -2.138  -1.018
O2 -0.330 -2.162 -1.214  -0.878
P1 -1.221 -3.458 -1.689  1.529
Cl1 -2.305 -0.448 -1.666  0.048
Cl2 -2.020 -1.898 0.855  0.046
H1 0.112 -0.045 1.121  0.248
H2 -0.281 1.007 -0.083  0.245
H3 0.806 -0.140 -0.419  0.267

Calculated values
HOMO level = -10.10 eV
SMILES = CC(Cl)(Cl)OP=O
gap between HOMO and LUMO = 0.38083 hartree
multiplicity = 1

---

2 | Molecular formula: C2H3Cl2O2P
Method: DFT, ωB97M-V/def2-TZVPD

Last column: natural (NBO) charge in e.
Atoms and positions in Å:
C1 1.786 -2.219 0.791  0.703
C2 -0.854 -1.050 -0.664  -0.838
O1 0.920 -1.373 1.324  -0.736
O2 2.307 -2.065 -0.280  -0.539
P1 0.265 -0.158 0.358  1.283
Cl1 2.081 -3.433 1.898  0.056
Cl2 -1.756 -2.261 0.299  -0.079
H1 -1.746 -0.666 -1.277  0.263
H2 0.374 0.856 1.334  -0.073
H3 1.224 0.335 -0.403  -0.040

Calculated values
HOMO level = -8.28 eV
SMILES = O=C(Cl)O[PH2]=CCl
gap between HOMO and LUMO = 0.31061 hartree
multiplicity = 1

---

Which is most stable, and by how much? 1, by 205.8 kJ/mol.

---

1 | Molecular formula: C5H15N3O
Method: DFT, ωB97M-V/def2-TZVPD

Last column: natural (NBO) charge in e.
Atoms and positions in Å:
C1 -0.752 0.525 0.288  0.264
C2 1.653 1.533 -0.710  0.338
C3 -1.287 -0.852 -0.190  -0.249
C4 -1.996 -1.602 0.938  -0.617
C5 -0.177 -1.715 -0.789  -0.614
N1 -0.124 1.292 -0.751  -0.795
N2 1.669 2.625 0.151  -0.839
N3 2.487 0.480 -0.346  -0.822
O1 0.183 0.357 1.371  -0.762
H1 -0.312 0.052 2.137  0.476
H2 -0.466 0.983 -1.656  0.349
H3 -1.622 1.084 0.695  0.132
H4 1.789 1.825 -1.752  0.175
H5 -2.023 -0.628 -0.971  0.197
H6 2.324 0.169 0.603  0.387
H7 0.718 3.037 0.009  0.396
H8 1.684 2.324 1.120  0.364
H9 2.480 -0.290 -0.999  0.375
H10 -2.746 -0.972 1.419  0.207
H11 -1.283 -1.935 1.694  0.198
H12 -2.496 -2.491 0.554  0.217
H13 0.280 -1.223 -1.648  0.205
H14 0.595 -1.903 -0.042  0.208
H15 -0.577 -2.673 -1.123  0.210

Calculated values
HOMO level = -8.15 eV
SMILES = CC(C)[C@@H](O)NC(N)N
gap between HOMO and LUMO = 0.32517 hartree
multiplicity = 1

---

2 | Molecular formula: C5H15N3O
Method: DFT, ωB97M-V/def2-TZVPD

Last column: natural (NBO) charge in e.
Atoms and positions in Å:
C1 1.663 0.034 -1.058  0.410
C2 -0.709 -0.539 -1.039  -0.698
C3 1.612 1.543 -1.040  -0.710
C4 -1.632 0.557 -1.537  -0.637
O1 2.277 -0.599 -0.170  -0.713
H1 1.504 -0.484 1.240  0.437
H2 1.565 -0.412 -2.054  0.134
H3 -1.213 -1.251 -0.383  0.162
H4 -0.318 -1.120 -1.872  0.183
H5 2.543 1.914 -1.485  0.230
H6 0.780 1.942 -1.619  0.222
H7 1.577 1.928 -0.019  0.201
H8 -2.569 0.187 -1.977  0.194
H9 -1.150 1.159 -2.313  0.196
H10 -1.927 1.267 -0.750  0.159
N1 0.283 -1.848 2.270  -0.687
N2 -1.629 -0.011 1.755  -0.785
C5 -0.366 0.187 1.339  0.373
N3 0.642 -0.541 1.833  -0.446
H11 0.836 -2.061 3.091  0.366
H12 0.537 -2.506 1.536  0.370
H13 -2.361 0.452 1.241  0.406
H14 -1.831 -0.940 2.101  0.415
H15 -0.115 1.142 0.911  0.220

Calculated values
HOMO level (spin up / spin down) = -6.61 / -6.61 eV
gap between HOMO and LUMO (spin up / spin down) = 0.27716 / 0.27714 hartree
multiplicity = 1

---

3 | Molecular formula: C5H15N3O
Method: DFT, ωB97M-V/def2-TZVPD

Last column: natural (NBO) charge in e.
Atoms and positions in Å:
C1 -2.261 -1.957 -0.679  -0.407
C2 -2.280 0.431 -0.231  -0.412
N1 -1.480 -0.753 -0.484  -0.644
H1 -0.828 -0.870 0.283  0.369
H2 -1.590 -2.806 -0.808  0.200
H3 -2.851 0.681 -1.129  0.184
H4 -2.856 -1.856 -1.590  0.187
H5 -2.958 -2.175 0.147  0.158
H6 -1.618 1.268 -0.016  0.207
H7 -2.992 0.313 0.600  0.163
C3 1.161 0.648 -1.557  -0.732
N2 1.483 0.237 1.271  -0.081
C4 1.759 1.068 -0.284  0.185
N3 0.258 0.155 1.940  -0.707
C5 2.677 1.883 0.140  -0.475
O1 1.960 -1.122 1.173  -0.617
H8 2.913 -1.036 1.050  0.475
H9 0.271 0.846 2.689  0.365
H10 0.126 -0.754 2.382  0.370
H11 1.826 -0.032 -2.100  0.230
H12 0.978 1.532 -2.172  0.230
H13 0.213 0.115 -1.420  0.285
H14 3.370 2.423 -0.484  0.212
H15 2.719 1.760 1.277  0.256

Calculated values
HOMO level = -7.80 eV
SMILES = C=C(C)N(N)O.CNC
gap between HOMO and LUMO = 0.31956 hartree
multiplicity = 1

---

Which is most stable, and by how much? 1, by 288.3 kJ/mol.

---

1 | Molecular formula: C29H39BN6O6PS2Ti
Method: DFT, ωB97M-V/def2-TZVPD

Last column: Mulliken charge in e.
Atoms and positions in Å:
Ti1 -0.592 -0.261 0.082  -1.102
C1 -4.460 -4.319 -1.130  -1.068
O1 -3.370 -3.500 -0.733  -0.169
C2 -2.935 -3.630 0.540  0.432
C3 -3.459 -4.487 1.486  -0.727
C4 -2.919 -4.546 2.779  -1.045
C5 -1.855 -3.757 3.126  -1.081
C6 -1.320 -2.858 2.186  0.627
C7 -0.115 -2.136 2.472  -0.690
N1 0.354 -1.222 1.694  0.796
N2 1.644 -0.800 1.954  -0.860
C8 2.063 -0.125 0.936  -0.176
O2 1.306 0.065 -0.127  1.232
C9 3.407 0.485 0.943  0.211
C10 4.296 0.223 1.984  -0.656
C11 5.532 0.848 2.010  -0.679
C12 5.886 1.738 1.002  -0.492
C13 5.002 1.997 -0.037  -1.088
C14 3.766 1.370 -0.069  -0.051
C15 -1.862 -2.783 0.899  0.239
O3 -1.365 -1.952 -0.011  1.119
H1 -4.657 -4.074 -2.170  0.212
H2 -5.350 -4.107 -0.533  0.424
H3 -4.207 -5.378 -1.049  0.400
H4 -4.292 -5.127 1.235  0.500
H5 -3.347 -5.232 3.497  0.407
H6 -1.416 -3.815 4.113  0.465
H7 0.485 -2.414 3.334  0.446
H8 4.007 -0.466 2.765  0.465
H9 6.223 0.641 2.815  0.428
H10 6.852 2.223 1.025  0.418
H11 5.279 2.684 -0.826  0.461
H12 3.068 1.570 -0.870  0.527
C16 2.225 3.389 2.531  -0.818
N3 1.509 3.500 1.269  0.357
C17 1.873 4.326 0.221  -0.769
C18 0.996 4.099 -0.781  -0.680
N4 0.102 3.141 -0.349  0.459
B1 -1.072 2.509 -1.121  1.543
N5 -2.420 2.786 -0.419  0.707
C19 -2.996 4.035 -0.303  -0.715
C20 -4.126 3.909 0.423  -0.539
N6 -4.236 2.575 0.757  0.297
C21 -5.310 1.973 1.532  -0.862
C22 -3.193 1.907 0.233  -0.133
S1 -2.998 0.197 0.349  -0.535
C23 0.435 2.781 0.900  0.184
S2 -0.431 1.623 1.827  -0.671
H13 3.247 3.062 2.340  0.279
H14 1.720 2.650 3.148  0.271
H15 2.228 4.352 3.037  0.361
H16 2.715 4.991 0.291  0.510
H17 0.927 4.535 -1.762  0.628
H18 -0.928 1.283 -1.137  -0.657
H19 -1.069 2.907 -2.253  -0.200
H20 -2.549 4.907 -0.746  0.542
H21 -4.855 4.636 0.733  0.464
H22 -5.862 2.767 2.027  0.338
H23 -4.888 1.304 2.277  0.334
H24 -5.979 1.411 0.882  0.320
C24 1.160 2.029 -4.287  -1.609
C25 1.386 0.989 -3.219  1.364
O4 0.485 -0.109 -3.461  -0.418
P1 -0.111 -1.055 -2.327  0.690
O5 -1.248 -1.805 -3.135  -0.526
C26 -2.640 -1.403 -3.101  0.197
C27 -2.856 -0.055 -3.749  -0.784
O6 0.957 -2.189 -2.074  -0.176
C28 1.113 -3.390 -2.874  -0.267
C29 1.698 -3.090 -4.234  -1.099
H25 1.855 2.859 -4.147  0.403
H26 0.142 2.415 -4.242  0.265
H27 1.330 1.605 -5.276  0.408
H28 1.212 1.390 -2.219  -1.174
H29 2.404 0.595 -3.254  0.403
H30 -2.979 -1.418 -2.066  -0.174
H31 -3.157 -2.191 -3.644  0.285
H32 -2.357 0.739 -3.191  -0.062
H33 -3.923 0.170 -3.768  0.425
H34 -2.480 -0.048 -4.772  0.314
H35 0.140 -3.875 -2.952  0.248
H36 1.774 -4.020 -2.284  0.395
H37 1.022 -2.473 -4.826  0.246
H38 1.866 -4.025 -4.769  0.425
H39 2.652 -2.572 -4.138  0.280

Calculated values
HOMO level = -10.63 eV
total charge = +1
gap between HOMO and LUMO = 0.28361 hartree
multiplicity = 1

---

2 | Molecular formula: C29H39BN6O6PS2Ti
Method: DFT, ωB97M-V/def2-TZVPD

Last column: Mulliken charge in e.
Atoms and positions in Å:
Ti1 0.624 -0.338 -0.161  0.148
C1 -1.142 2.326 -3.586  -0.588
O1 -0.261 1.355 -4.157  -0.414
C2 1.048 1.513 -3.817  -0.170
C3 1.967 1.948 -4.754  -0.409
C4 3.324 2.051 -4.446  -0.883
C5 3.771 1.710 -3.190  -1.140
C6 2.865 1.248 -2.225  0.690
C7 3.339 0.886 -0.919  -0.781
N1 2.610 0.347 0.005  0.797
N2 3.271 0.092 1.205  -1.165
C8 2.415 -0.409 2.031  0.527
O2 1.144 -0.532 1.683  0.467
C9 2.815 -0.871 3.371  0.012
C10 1.849 -1.285 4.284  -0.147
C11 2.227 -1.716 5.546  -0.903
C12 3.569 -1.736 5.897  -0.398
C13 4.535 -1.329 4.985  -0.754
C14 4.163 -0.896 3.725  -0.469
C15 1.504 1.165 -2.542  0.629
O3 0.638 0.737 -1.620  1.073
H1 -2.148 2.024 -3.867  0.310
H2 -0.929 3.318 -3.992  0.453
H3 -1.058 2.338 -2.500  -0.146
H4 1.600 2.198 -5.741  0.533
H5 4.019 2.397 -5.197  0.427
H6 4.823 1.778 -2.942  0.470
H7 4.381 1.073 -0.676  0.381
H8 0.807 -1.275 3.997  0.412
H9 1.476 -2.037 6.256  0.432
H10 3.864 -2.075 6.882  0.405
H11 5.582 -1.351 5.260  0.414
H12 4.908 -0.580 3.007  0.461
C16 1.439 -5.264 0.018  -0.842
N3 0.644 -4.717 -1.072  0.244
C17 -0.339 -5.390 -1.769  -0.552
C18 -0.834 -4.518 -2.676  -0.553
N4 -0.166 -3.321 -2.535  0.148
B1 -0.492 -2.025 -3.336  0.336
N5 -1.854 -1.436 -2.775  0.298
C19 -2.852 -0.974 -3.601  -0.871
C20 -3.862 -0.504 -2.830  -0.483
N6 -3.466 -0.673 -1.520  0.440
C21 -4.269 -0.351 -0.351  -0.851
C22 -2.246 -1.249 -1.513  0.081
S1 -1.434 -1.729 -0.052  -0.479
C23 0.730 -3.463 -1.551  0.110
S2 1.872 -2.302 -0.948  -0.701
H13 1.147 -6.300 0.161  0.330
H14 1.255 -4.700 0.929  0.289
H15 2.497 -5.215 -0.227  0.349
H16 -0.571 -6.421 -1.565  0.468
H17 -1.596 -4.648 -3.424  0.514
H18 0.398 -1.244 -3.188  -0.176
H19 -0.698 -2.292 -4.490  -0.199
H20 -2.747 -1.024 -4.670  0.560
H21 -4.815 -0.074 -3.084  0.525
H22 -4.993 0.409 -0.633  0.437
H23 -3.622 0.033 0.434  0.034
H24 -4.794 -1.234 0.009  0.281
C24 1.225 4.347 2.164  -1.563
C25 0.725 2.928 2.089  0.484
O4 -0.299 2.871 1.065  -0.405
P1 -1.036 1.474 0.795  0.717
O5 -2.088 1.861 -0.315  0.142
C26 -3.161 2.847 -0.324  -0.018
C27 -3.098 3.927 0.731  -1.369
O6 -1.913 1.221 2.099  -0.146
C28 -1.757 0.119 3.028  0.403
C29 -3.123 -0.404 3.385  -1.443
H25 2.017 4.423 2.910  0.415
H26 0.421 5.026 2.446  0.365
H27 1.629 4.662 1.202  0.326
H28 0.291 2.607 3.039  0.213
H29 1.531 2.240 1.824  -0.131
H30 -4.085 2.277 -0.234  0.117
H31 -3.126 3.277 -1.323  0.339
H32 -3.101 3.510 1.737  0.253
H33 -3.991 4.546 0.621  0.494
H34 -2.224 4.562 0.611  0.273
H35 -1.231 0.510 3.900  0.403
H36 -1.137 -0.647 2.571  -0.286
H37 -3.753 0.391 3.786  0.353
H38 -3.035 -1.185 4.142  0.439
H39 -3.609 -0.837 2.510  0.214

Calculated values
HOMO level = -10.76 eV
total charge = +1
gap between HOMO and LUMO = 0.26134 hartree
multiplicity = 1

---

Which is most stable, and by how much? 1, by 30.9 kJ/mol.

---

1 | Molecular formula: C3H15N2O2
Method: DFT, ωB97M-V/def2-TZVPD

Last column: natural (NBO) charge in e.
Atoms and positions in Å:
N1 -0.473 1.988 -0.052  -0.714
C1 -1.205 1.129 0.922  -0.246
C2 -0.962 -0.369 0.510  -0.240
N2 -0.158 -0.405 -0.685  -0.653
C3 1.161 -1.028 -0.560  -0.423
H1 -1.045 2.727 -0.450  0.432
H2 0.360 2.348 0.405  0.445
H3 -0.228 1.251 -0.781  0.451
H4 -0.865 1.392 1.920  0.227
H5 -2.262 1.365 0.914  0.222
H6 -0.522 -0.874 1.367  0.223
H7 -1.955 -0.775 0.355  0.224
H8 -0.665 -0.844 -1.436  0.408
H9 1.681 -0.497 0.226  0.207
H10 1.807 -0.771 -1.399  0.215
H11 1.038 -2.100 -0.455  0.212
H12 3.429 0.778 1.268  0.484
H13 3.317 2.228 1.387  0.484
O1 2.756 1.464 1.191  -0.964
H14 -1.183 -3.071 -2.140  0.486
H15 -2.484 -3.052 -1.238  0.492
O2 -1.541 -2.883 -1.270  -0.970

Calculated values
HOMO level = -13.55 eV
total charge = +1
gap between HOMO and LUMO = 0.39511 hartree
multiplicity = 1

---

2 | Molecular formula: C3H15N2O2
Method: DFT, ωB97M-V/def2-TZVPD

Last column: natural (NBO) charge in e.
Atoms and positions in Å:
N1 0.856 -1.082 0.747  -0.724
C1 -0.491 -0.416 1.202  -0.043
C2 -1.416 -1.437 1.778  -0.672
C3 -1.078 0.171 -0.100  -0.282
N2 -0.055 0.623 -1.064  -0.869
H1 0.493 -1.811 0.123  0.431
H2 1.427 -1.381 1.536  0.440
H3 1.344 -0.399 0.074  0.494
H4 -0.127 0.329 1.958  0.227
H5 -1.752 -2.242 1.062  0.230
H6 -2.338 -0.892 2.108  0.265
H7 -1.008 -2.223 2.424  0.246
H8 -1.882 -0.417 -0.546  0.227
H9 -1.778 0.994 0.170  0.213
H10 0.178 1.542 -0.670  0.382
H11 -0.464 0.605 -1.987  0.425
H12 -1.968 2.751 -3.265  0.489
H13 -0.754 2.259 -4.130  0.490
O1 -1.247 2.119 -3.316  -0.973
H14 4.053 -0.436 0.436  0.469
H15 4.336 0.886 1.008  0.487
O2 3.673 0.455 0.451  -0.952

Calculated values
HOMO level = -13.60 eV
total charge = +1
gap between HOMO and LUMO = 0.39257 hartree
multiplicity = 1

---

Which is most stable, and by how much? 1, by 33.6 kJ/mol.